Run a
# C8H8N2O

A structure of composition C8H8N2O (the ωB97M-V functional and the def2-TZVPD basis, the OMol25 dataset).

CARTESIAN COORDINATES (ANGSTROEM)
C -1.26 1.06 0.01
C -1.67 -1.17 -0.49
C -0.57 -1.69 0.57
C 0.36 -0.77 0.11
C 2.56 -0.05 -0.13
C 2.21 1.24 -0.18
C 0.97 1.62 -0.07
C 0.08 0.60 -0.04
H -3.24 0.45 0.27
H -0.92 -1.08 -1.45
H -2.73 -1.84 -0.63
H -0.29 -2.76 0.51
H -0.59 -1.19 1.73
H 3.64 -0.28 0.13
H 3.01 1.86 -0.59
H 0.35 2.69 -0.07
N -2.12 0.15 -0.40
N 1.81 -1.09 0.19
O -1.60 2.24 0.50

As for the HOMO energy: -9.27 eV. As for the spin multiplicity: 1. Its gap between HOMO and LUMO is 9.290 eV.

These are the natural (NBO) partial charges, in e, on atoms 1 to 4:
1 C 0.639
2 C -0.224
3 C -0.482
4 C 0.233

---

Run b
# C8H8N2O

The molecule C8H8N2O (the ωB97M-V functional and the def2-TZVPD basis, the OMol25 dataset).

CARTESIAN COORDINATES (ANGSTROEM)
C -2.40 1.45 1.71
O -2.40 1.06 0.45
C -1.16 0.40 0.04
C -1.27 -0.44 -1.06
C -0.21 -1.06 -1.54
C 1.07 -0.81 -1.06
C 2.45 -1.23 -1.28
N 3.16 -0.62 -0.41
N 2.46 0.24 0.47
C 1.19 0.08 0.09
C -0.01 0.67 0.62
H -3.34 1.55 2.03
H -1.65 2.28 1.88
H -2.16 0.55 2.48
H -2.25 -0.69 -1.44
H -0.19 -1.98 -2.41
H 2.73 -2.19 -2.00
H 3.97 -0.63 -0.07
H 0.01 1.37 1.51

As for the HOMO energy: -8.25 eV. As for the spin multiplicity: 1. Its gap between HOMO and LUMO is 9.026 eV. Its structure (SMILES) is COc1ccc2c[nH]nc2c1.

These are the natural (NBO) partial charges, in e, on atoms 1 to 4:
1 C -0.227
2 O -0.516
3 C 0.384
4 C -0.326

---

Which structure is the most stable? The one labeled run b.

---

Run a
# CH3FNO2S

The ion CH3FNO2S with charge -1 (the ωB97M-V functional and the def2-TZVPD basis, the OMol25 dataset).

CARTESIAN COORDINATES (ANGSTROEM)
N 0.47 -0.29 -0.73
S -1.07 -0.64 -0.04
O -1.77 -1.38 -1.05
O -0.30 -1.79 1.20
C -1.70 0.94 0.44
F -3.14 0.72 0.18
H 1.00 0.14 0.02
H 0.38 0.49 -1.49
H -1.66 0.72 1.58

As for the HOMO energy: -4.09 eV. As for the spin multiplicity: 1. Its gap between HOMO and LUMO is 8.111 eV. Its structure (SMILES) is N[S@@](=O)([O-])=CF. The total charge is -1.

These are the natural (NBO) partial charges, in e, on atoms 1 to 4:
1 N -1.024
2 S 1.953
3 O -0.933
4 O -0.986

---

Run b
# CH3FNO2S

The ion CH3FNO2S with charge -1 (the ωB97M-V functional and the def2-TZVPD basis, the OMol25 dataset).

CARTESIAN COORDINATES (ANGSTROEM)
N 0.47 0.92 1.01
S 0.66 -0.08 -0.45
O 1.14 0.84 -1.47
O 1.64 -1.09 -0.05
C -1.22 -0.84 -1.08
F -1.71 -1.21 0.20
H -0.46 0.75 1.37
H 1.13 0.53 1.67
H -1.65 0.18 -1.21

As for the HOMO energy: -3.72 eV. As for the spin multiplicity: 1. Its gap between HOMO and LUMO is 7.760 eV. Its structure (SMILES) is N[S@@](=O)([O-])=CF. The total charge is -1.

These are the natural (NBO) partial charges, in e, on atoms 1 to 4:
1 N -1.068
2 S 1.979
3 O -1.004
4 O -1.011

---

Which structure is the most stable? The one labeled run b.